1.
{"formula": "C7H5BrCsI2NO2", "method": "wB97M-V/def2-TZVPD", "gap_ev": 7.60, "lumo_energy_ev": -0.9, "relative_energy_kj_mol": 0.0, "total_charge": 0, "e_homo_ev": -8.5, "symbols": ["Cs", "I", "I", "Br", "O", "O", "N", "C", "C", "C", "C", "C", "C", "C", "H", "H", "H", "H", "H"], "coordinates": [[1.387, -0.879, -1.041], [3.138, 0.369, -4.635], [0.742, -2.269, -4.964], [-1.898, 1.479, -0.918], [1.747, -1.305, 1.465], [1.363, -1.333, 3.689], [-0.445, 0.231, 1.077], [-0.887, 0.282, 3.412], [-1.991, 1.087, 3.190], [-2.318, 1.466, 1.896], [-1.495, 0.992, 0.891], [-0.124, -0.131, 2.329], [1.987, -0.852, -5.927], [1.124, -1.019, 2.526], [-0.590, -0.041, 4.399], [2.673, -1.396, -6.563], [1.354, -0.203, -6.519], [-3.167, 2.095, 1.675], [-2.601, 1.425, 4.018]], "forces_ev_per_a": [[0.0, 0.0, -0.7], [0.0, 0.0, 0.0], [0.0, 0.0, 0.0], [0.1, -0.1, 0.0], [0.0, -0.1, 0.6], [0.0, 0.0, 0.0], [0.0, 0.0, -0.1], [0.0, 0.0, 0.0], [0.0, 0.0, 0.0], [0.0, 0.0, 0.0], [0.0, 0.0, 0.2], [-0.1, 0.1, -0.2], [0.0, 0.0, -0.1], [0.0, 0.0, 0.1], [0.0, 0.0, 0.0], [0.0, 0.0, 0.0], [0.0, 0.0, 0.0], [0.0, 0.0, 0.0], [0.0, 0.0, 0.0]]}



2.
{"formula": "C7H5F2NO3", "method": "wB97M-V/def2-TZVPD", "gap_ev": 8.07, "lumo_energy_ev": -0.7, "smiles": "O=C1C=CC=C[C@H]1O[N+]([O-])=C(F)F", "total_charge": 0, "e_homo_ev": -8.8, "symbols": ["F", "F", "O", "O", "O", "N", "C", "C", "C", "C", "C", "C", "C", "H", "H", "H", "H", "H"], "coordinates": [[1.143, -3.550, 1.675], [-0.476, -2.022, 2.188], [2.630, -1.347, 0.940], [0.788, -0.141, 1.393], [-0.381, -1.757, -0.608], [1.472, -1.391, 1.304], [0.652, -2.331, 1.574], [-0.617, 2.272, -0.774], [0.701, 0.349, 0.050], [-0.323, -0.553, -0.736], [-1.534, 1.372, -1.421], [-1.368, 0.035, -1.454], [0.322, 1.817, 0.100], [-2.514, 1.715, -1.883], [-2.101, -0.584, -1.828], [1.553, 0.264, -0.671], [0.793, 2.547, 0.788], [-0.739, 3.304, -0.639]], "forces_ev_per_a": [[-1.1, 0.5, -0.1], [0.3, -1.3, -0.6], [1.4, -0.6, -0.7], [0.8, 0.4, -1.1], [0.9, -0.9, 0.1], [-1.0, 0.8, 0.9], [0.9, -0.1, 1.5], [1.2, -0.9, 2.3], [-1.4, 0.4, -1.0], [0.2, -0.4, 1.5], [-1.8, -0.2, -1.5], [0.2, 3.5, -0.2], [-0.5, -0.3, -1.0], [1.5, 0.1, 0.7], [-1.4, -1.3, -0.9], [0.4, 0.0, 1.4], [0.0, -0.9, -0.6], [-0.9, 1.3, -0.7]]}



3.
{"formula": "C7H5F3N2", "method": "wB97M-V/def2-TZVPD", "gap_ev": [8.83, 6.05], "lumo_energy_ev": [-1.4, -1.9], "relative_energy_kj_mol": 325.6, "total_charge": 0, "e_homo_ev": [-10.2, -8.0], "symbols": ["F", "F", "F", "N", "N", "C", "C", "C", "C", "C", "C", "C", "H", "H", "H", "H", "H"], "coordinates": [[-2.874, -0.297, -0.677], [-3.600, -2.240, 0.031], [-2.492, -2.140, -1.909], [0.768, -1.417, -1.803], [2.020, -4.326, -0.611], [-3.406, -1.483, -1.066], [0.333, -0.209, -1.850], [0.855, -2.027, -0.573], [1.636, -3.226, -0.605], [0.061, 0.643, -0.630], [0.656, -1.390, 0.680], [0.230, -0.071, 0.725], [-1.101, 0.940, -0.736], [1.157, -1.954, 1.466], [0.709, 1.500, -0.773], [0.243, 0.199, -2.902], [-0.007, 0.455, 1.644]], "forces_ev_per_a": [[-1.0, -1.3, -0.7], [-0.1, 0.8, -1.5], [-2.1, 1.5, 1.6], [-0.9, 0.1, -0.2], [0.0, 1.5, 0.0], [3.1, -1.1, 0.7], [0.4, -0.3, -0.4], [1.6, 0.6, -0.2], [-0.7, -2.0, 0.1], [-3.0, -0.5, -0.2], [0.5, 1.1, -0.3], [0.4, -1.2, -1.4], [2.7, 0.0, 0.2], [-1.0, 0.3, 0.5], [-0.2, 0.6, 0.5], [0.0, 0.0, 1.4], [0.3, 0.0, -0.1]]}



Calculated total energy values (in Eh) by entry order: -3664.5608, -749.7211, -678.6813.
Largest force on an atom values (in Eh/bohr) by entry order: 0.013, 0.069, 0.066.